Entry 1:
{"formula": "C3H7NO", "method": "ωB97M-V/def2-TZVPD", "elements": ["C", "N", "H", "H", "H", "H", "H", "O", "C", "C", "H", "H"], "xyz": [[0.275, 1.319, 0.773], [-0.525, 0.111, 0.685], [-0.294, -0.654, 1.353], [-1.519, 0.299, 0.634], [0.315, 1.742, -0.238], [1.288, 1.055, 1.065], [-0.141, 2.029, 1.490], [-0.036, -2.048, 0.082], [-0.133, -0.785, -0.762], [0.053, -0.169, -1.803], [0.399, -2.717, -0.455], [0.318, -0.182, -2.824]], "lowdin_charge": [-0.0975, -0.0290, 0.1328, 0.1375, 0.0675, 0.0931, 0.0820, -0.0999, -0.3616, 0.0140, 0.0734, -0.0123], "homo_lumo_gap_ev": 8.125, "homo_energy_ev": -7.360, "relative_energy_kcal_mol": 114.5, "energy_ha": -248.343967, "molar_mass_g_mol": 73.1}


Entry 2:
{"formula": "C33H29BrClIrNO12P2", "method": "ωB97M-V/def2-TZVPD", "elements": ["Ir", "C", "C", "O", "P", "O", "O", "O", "P", "O", "O", "O", "H", "H", "H", "H", "H", "H", "H", "C", "C", "C", "C", "C", "C", "C", "C", "C", "C", "C", "C", "C", "C", "C", "N", "H", "H", "H", "H", "H", "H", "H", "H", "H", "H", "Br", "C", "C", "C", "C", "C", "C", "C", "O", "O", "H", "H", "H", "H", "C", "C", "C", "C", "Cl", "C", "C", "C", "O", "C", "C", "O", "O", "H", "H", "H", "H", "H", "H", "H", "H"], "xyz": [[0.340, 0.107, -0.152], [-2.774, 3.152, 2.154], [-3.126, 1.777, 1.661], [-4.479, 1.473, 1.765], [-2.581, 1.514, -0.096], [-3.548, 2.558, -0.778], [-3.080, 0.116, -0.537], [-1.142, 1.867, -0.235], [-2.179, 0.389, 2.556], [-3.134, -0.857, 2.211], [-2.164, 0.725, 3.993], [-0.895, 0.160, 1.823], [-3.314, 3.914, 1.587], [-1.707, 3.317, 2.029], [-3.020, 3.237, 3.214], [-5.007, 2.284, 1.712], [-3.334, 2.539, -1.723], [-2.668, -0.771, -0.284], [-4.018, -0.709, 2.546], [2.498, 3.231, 1.935], [3.806, 2.964, 1.562], [4.101, 1.910, 0.720], [3.080, 1.066, 0.262], [1.753, 1.373, 0.626], [1.461, 2.443, 1.435], [3.265, -0.117, -0.525], [4.492, -0.728, -0.752], [4.577, -1.898, -1.472], [3.388, -2.477, -1.984], [3.421, -3.662, -2.721], [2.264, -4.224, -3.242], [1.055, -3.589, -3.033], [0.993, -2.406, -2.304], [2.139, -1.826, -1.745], [2.084, -0.673, -1.013], [2.277, 4.040, 2.614], [4.607, 3.582, 1.937], [5.118, 1.730, 0.412], [0.443, 2.664, 1.709], [5.382, -0.274, -0.348], [5.528, -2.373, -1.663], [4.374, -4.145, -2.872], [2.314, -5.142, -3.807], [0.143, -4.002, -3.439], [0.044, -1.915, -2.186], [1.204, -0.019, -4.670], [-0.524, -0.758, -4.950], [-0.688, -1.698, -5.954], [-1.943, -2.234, -6.185], [-3.035, -1.816, -5.442], [-2.868, -0.873, -4.444], [-1.611, -0.343, -4.193], [-1.448, 0.561, -2.975], [-2.261, 1.457, -2.789], [-0.482, 0.176, -2.278], [0.162, -2.012, -6.540], [-2.069, -2.979, -6.954], [-4.014, -2.225, -5.636], [-3.703, -0.540, -3.845], [-0.775, -4.916, 3.318], [-2.132, -4.357, 3.014], [-2.855, -3.754, 4.032], [-4.155, -3.326, 3.827], [-4.998, -2.528, 5.095], [-4.791, -3.541, 2.610], [-4.072, -4.109, 1.583], [-2.734, -4.463, 1.751], [-2.091, -4.925, 0.633], [-0.910, -4.275, 0.266], [-1.099, -2.720, 0.130], [-2.214, -2.287, -0.135], [-0.026, -2.112, 0.292], [-0.750, -5.264, 4.349], [-0.007, -4.150, 3.206], [-0.543, -5.757, 2.666], [-2.391, -3.620, 4.997], [-5.817, -3.242, 2.466], [-4.514, -4.263, 0.612], [-0.636, -4.664, -0.718], [-0.079, -4.428, 0.959]], "lowdin_charge": [1.9049, -0.0631, -0.5936, -0.0399, 0.4631, -0.0851, -0.1069, -0.3458, 0.3314, -0.1209, -0.2755, -0.3740, 0.0881, 0.0685, 0.0922, 0.1124, 0.0648, 0.0438, 0.0705, -0.0399, -0.0588, -0.0119, -0.1944, -0.2281, -0.0745, -0.1746, 0.0152, 0.0477, -0.1440, -0.0182, -0.0544, -0.0467, -0.0636, -0.2223, -0.0185, 0.1128, 0.1104, 0.1076, 0.0838, 0.1130, 0.1262, 0.1144, 0.1095, 0.1201, 0.0803, 0.8501, -0.5872, -0.1283, -0.0813, -0.0676, -0.0040, -0.1538, -0.6139, 0.0367, -0.1793, 0.0987, 0.1039, 0.1056, 0.1267, -0.0339, -0.1889, -0.0657, -0.6969, 0.6859, -0.1115, 0.0042, -0.2386, -0.0288, -0.0820, -0.5966, 0.0683, -0.0923, 0.0833, 0.0878, 0.0841, 0.1167, 0.1072, 0.1257, 0.1316, 0.1084], "spin_multiplicity": 6, "homo_lumo_gap_ev": [6.341, 4.364], "homo_energy_ev": [-8.033, -8.037], "energy_ha": -6053.868518, "molar_mass_g_mol": 1001.1}


Entry 3:
{"formula": "C3H10NO2", "method": "ωB97M-V/def2-TZVPD", "elements": ["C", "C", "C", "N", "O", "O", "H", "H", "H", "H", "H", "H", "H", "H", "H", "H"], "xyz": [[-0.796, -2.155, 0.600], [-0.204, -0.338, -1.085], [0.635, -0.232, 1.167], [-0.171, -0.831, 0.238], [0.502, 3.091, -0.741], [1.238, 0.914, 0.954], [-0.563, -2.398, 1.585], [-1.854, -2.008, 0.415], [-0.285, -2.819, -0.100], [-0.117, 0.782, -0.977], [0.709, -0.682, -1.612], [-1.021, -0.761, -1.477], [0.754, -0.721, 2.100], [0.422, 3.632, 0.028], [-0.319, 3.203, -1.173], [1.069, 1.324, 0.078]], "lowdin_charge": [0.0543, 0.0094, -0.0309, -0.1498, -0.0001, 0.1506, 0.0763, 0.1115, 0.1165, 0.1009, 0.1444, 0.0684, 0.1585, 0.0589, 0.0442, 0.0868], "homo_lumo_gap_ev": 11.297, "homo_energy_ev": -15.400, "relative_energy_kcal_mol": 33.6, "energy_ha": -325.263983, "charge": 1, "molar_mass_g_mol": 92.1}


Entry 4:
{"formula": "CH5NO2S", "method": "ωB97M-V/def2-TZVPD", "elements": ["C", "N", "O", "O", "S", "H", "H", "H", "H", "H"], "xyz": [[0.027, 1.672, -0.482], [-0.745, 0.580, -0.049], [1.472, 0.328, 1.141], [-1.098, 0.689, 1.282], [1.097, 0.167, -0.252], [-0.086, -1.728, -1.732], [-0.130, 1.999, -1.483], [0.174, 2.491, 0.243], [-0.414, 0.670, 1.996], [0.004, -2.414, -2.069]], "lowdin_charge": [-0.3096, -0.2845, -0.5725, -0.0979, 0.9510, -0.0162, 0.0701, 0.1132, 0.1041, 0.0423], "homo_lumo_gap_ev": 9.578, "homo_energy_ev": -9.292, "relative_energy_kcal_mol": 125.4, "energy_ha": -644.344377, "molar_mass_g_mol": 95.1}


Entry 5:
{"formula": "C3H4N2", "method": "ωB97M-V/def2-TZVPD", "elements": ["C", "C", "C", "N", "N", "H", "H", "H", "H"], "xyz": [[-0.397, 1.310, -0.002], [0.387, 0.221, 0.063], [-1.099, 0.045, 0.122], [-2.162, -0.615, 0.083], [1.738, -0.314, 0.017], [-0.633, 2.350, -0.096], [-2.209, -1.683, 0.173], [2.436, 0.009, -0.621], [1.939, -1.324, 0.262]], "lowdin_charge": [0.0786, -0.1675, -0.3689, 0.0576, 0.0715, 0.0878, 0.0698, 0.0624, 0.1086], "smiles": "[H]/N=c1/cc1N", "homo_lumo_gap_ev": 9.224, "homo_energy_ev": -8.465, "relative_energy_kcal_mol": 74.5, "energy_ha": -226.106488, "molar_mass_g_mol": 68.1}


Entry 6:
{"formula": "C3H5NO2", "method": "ωB97M-V/def2-TZVPD", "elements": ["O", "C", "N", "C", "C", "O", "H", "H", "H", "H", "H"], "xyz": [[2.588, -0.067, -0.325], [1.401, 0.050, -0.178], [0.584, -0.647, 0.694], [-0.774, -0.526, 0.208], [-0.698, 0.903, -0.302], [0.618, 0.927, -0.881], [0.949, -1.526, 1.032], [-0.949, -1.173, -0.663], [-1.524, -0.727, 0.972], [-0.729, 1.661, 0.489], [-1.465, 1.123, -1.047]], "lowdin_charge": [0.1128, -0.5629, 0.0785, -0.1608, -0.1438, 0.0249, 0.1477, 0.1259, 0.1226, 0.1291, 0.1261], "smiles": "O=C1NCCO1", "homo_lumo_gap_ev": 10.982, "homo_energy_ev": -10.180, "relative_energy_kcal_mol": 5.1, "energy_ha": -322.566126, "molar_mass_g_mol": 87.1}


Entry 7:
{"formula": "C2H6O", "method": "ωB97M-V/def2-TZVPD", "elements": ["C", "H", "H", "H", "H", "O", "C", "H", "H"], "xyz": [[1.608, -0.082, -0.289], [2.163, -0.507, 0.540], [1.025, 0.776, 0.011], [0.899, -0.818, -0.661], [2.251, 0.315, -1.073], [-1.813, 0.292, 1.517], [-1.970, -0.034, 0.369], [-1.177, 0.213, -0.358], [-2.986, -0.156, -0.055]], "lowdin_charge": [-0.0471, 0.0221, 0.0045, 0.0095, 0.0196, -0.0044, -0.1431, 0.0563, 0.0826], "smiles": "C=O.C", "homo_lumo_gap_ev": 10.889, "homo_energy_ev": -10.215, "relative_energy_kcal_mol": 21.6, "energy_ha": -154.991355, "molar_mass_g_mol": 46.1}


Entry 8:
{"formula": "C19H30O4S2", "method": "ωB97M-V/def2-TZVPD", "elements": ["C", "C", "C", "C", "H", "H", "S", "O", "C", "H", "H", "C", "C", "H", "H", "S", "O", "C", "C", "C", "C", "H", "H", "H", "H", "H", "H", "H", "H", "H", "H", "O", "C", "O", "C", "C", "C", "C", "C", "C", "H", "H", "C", "H", "H", "H", "H", "H", "H", "H", "H", "H", "H", "H", "H"], "xyz": [[-1.951, 1.754, -1.834], [-1.008, 2.737, -2.518], [0.457, 2.558, -2.117], [0.722, 2.832, -0.645], [1.767, 3.068, -0.451], [0.104, 3.648, -0.274], [0.293, 1.366, 0.399], [0.398, 1.833, 1.790], [1.873, 0.447, 0.083], [2.163, 0.579, -0.956], [2.638, 0.843, 0.748], [1.610, -1.026, 0.363], [1.239, -1.268, 1.816], [0.296, -0.776, 2.041], [1.178, -2.334, 2.025], [2.540, -0.529, 2.920], [3.662, -1.471, 2.860], [1.647, -0.899, 4.499], [0.663, 0.212, 4.829], [1.317, 1.405, 5.527], [2.305, 2.138, 4.628], [2.622, 3.067, 5.097], [1.831, 2.371, 3.677], [3.189, 1.533, 4.440], [0.528, 2.099, 5.824], [1.820, 1.068, 6.437], [-0.122, -0.187, 5.476], [0.192, 0.573, 3.913], [1.159, -1.865, 4.388], [2.423, -0.986, 5.259], [2.490, -1.621, 0.081], [0.484, -1.461, -0.416], [0.630, -1.530, -1.748], [1.665, -1.278, -2.319], [-0.624, -1.916, -2.429], [-0.607, -2.072, -3.814], [-1.762, -2.411, -4.487], [-2.958, -2.599, -3.799], [-2.967, -2.437, -2.417], [-1.816, -2.100, -1.733], [-1.832, -1.974, -0.662], [-3.889, -2.578, -1.872], [-4.210, -2.947, -4.541], [-4.624, -2.053, -5.008], [-4.960, -3.358, -3.870], [-4.004, -3.668, -5.329], [-1.743, -2.534, -5.560], [0.323, -1.924, -4.341], [1.063, 3.243, -2.716], [0.772, 1.543, -2.371], [-1.321, 3.758, -2.290], [-1.082, 2.604, -3.599], [-2.952, 1.851, -2.249], [-1.618, 0.730, -1.989], [-2.008, 1.942, -0.765]], "lowdin_charge": [-0.1155, -0.2575, -0.2528, -0.3034, 0.0938, 0.0967, 0.9527, -0.5279, -0.2457, 0.0874, 0.0889, -0.3860, -0.2496, 0.0842, 0.1101, 0.9186, -0.5116, -0.3041, -0.2621, -0.2599, -0.1246, 0.0714, 0.0504, 0.0487, 0.1064, 0.1055, 0.1117, 0.0822, 0.0875, 0.0965, 0.1635, -0.0101, -0.4462, 0.1151, -0.1396, -0.0014, -0.0310, -0.2693, -0.0306, -0.0135, 0.1209, 0.1126, -0.0482, 0.0872, 0.0764, 0.0809, 0.1146, 0.1204, 0.1152, 0.0974, 0.1077, 0.1073, 0.0751, 0.0555, 0.0483], "homo_lumo_gap_ev": 9.073, "homo_energy_ev": -8.729, "relative_energy_kcal_mol": 3.0, "energy_ha": -1839.290315, "molar_mass_g_mol": 386.6}